# 1
Computed, not measured: the ion C6H9BrNO2 with charge +1 in a non-equilibrium geometry, with ωB97M-V/def2-TZVPD.

Output
**Energy relative to the best compared isomer or geometry (same formula, charge and spin)**: 152.3 kJ/mol
**Frontier orbital gap**: 8.73 eV
**LUMO energy**: -4.76 eV

```
! RIJCOSX wB97M-V def2-TZVPD def2/J DEFGRID3
* xyz 1 1
C 0.35032 0.91323 -1.09477
C 1.42469 1.02715 -0.30185
C -0.88724 0.16000 -0.81438
C -1.00199 -0.82599 0.05414
C 1.54902 0.12041 0.86543
C -2.06983 0.57080 -1.59016
N 0.89267 -1.13737 0.70335
O -1.72321 -1.72002 0.57247
O 2.73454 0.04688 1.47222
Br 0.15647 0.92300 2.47967
H 0.16274 1.71290 -1.84322
H 2.23259 1.52881 -0.59603
H -2.19124 1.60887 -1.34940
H -3.01855 -0.03543 -1.51505
H -1.76381 0.59418 -2.64328
H 0.94996 -1.55130 1.65963
H 1.25576 -1.85101 0.11772
H -1.84577 -1.77856 1.52715
H 2.79287 -0.30653 2.29634
*
```

=====

# 2
Computed, not measured: the molecule C18H30N4O4S in a non-equilibrium geometry, with ωB97M-V/def2-TZVPD.

Output
**SMILES**: CCN(CC)S(=O)(=O)c1cc(NC(=O)[C@@H](CC(C)C)NC(N)=O)ccc1C
**Energy relative to the best compared isomer or geometry (same formula, charge and spin)**: 0.0 kJ/mol
**Frontier orbital gap**: 9.31 eV
**LUMO energy**: 0.52 eV

```
! RIJCOSX wB97M-V def2-TZVPD def2/J DEFGRID3
* xyz 0 1
C -4.01951 -3.16588 -0.57665
C -3.27935 -1.92267 -0.09370
N -4.18137 -0.83970 0.22064
C -4.99754 -0.26846 -0.82393
C -4.22248 0.22061 -2.04817
S -3.76314 0.16159 1.47872
O -3.11354 -0.65381 2.46332
O -4.94481 0.87500 1.86693
C -2.50963 1.27769 0.80728
C -1.23905 0.73544 0.83163
C -0.15601 1.42462 0.29590
N 1.10119 0.82029 0.35531
C 2.28347 1.25527 -0.15664
O 2.44862 2.28935 -0.76685
C 3.42382 0.26292 0.08020
C 3.24515 -0.95071 -0.85735
C 3.61804 -2.30407 -0.23530
C 5.07084 -2.33005 0.22855
C 2.67844 -2.67977 0.90964
N 4.68154 0.93541 -0.14929
C 5.53063 1.15169 0.90610
N 6.50625 2.07431 0.66327
O 5.44061 0.55614 1.96036
C -0.37757 2.67798 -0.27052
C -1.65090 3.21011 -0.27314
C -2.74839 2.53271 0.25982
C -4.09887 3.17399 0.21335
H -4.47239 -3.00129 -1.55094
H -4.79861 -3.42885 0.13293
H -3.32179 -3.99540 -0.65651
H -2.76801 -2.14912 0.84263
H -2.53154 -1.61569 -0.84013
H -5.73951 -1.01161 -1.13367
H -5.52814 0.55878 -0.35173
H -3.41190 0.88431 -1.75659
H -3.80248 -0.61573 -2.60183
H -4.89621 0.75949 -2.70926
H -1.10731 -0.22567 1.30382
H 1.12124 -0.05942 0.85478
H 3.42622 -0.05302 1.12837
H 2.20703 -0.99878 -1.19711
H 3.86697 -0.78022 -1.73814
H 3.49488 -3.05283 -1.02771
H 5.23694 -1.61508 1.02928
H 5.32920 -3.32015 0.59654
H 5.73755 -2.08545 -0.59518
H 1.63793 -2.63464 0.59046
H 2.81793 -2.02207 1.76434
H 2.88523 -3.69447 1.24062
H 4.62723 1.65046 -0.86363
H 6.67722 2.41854 -0.26414
H 7.25630 2.12950 1.32987
H 0.44784 3.22692 -0.69182
H -1.80733 4.18919 -0.70151
H -4.01107 4.23865 0.42003
H -4.53346 3.06400 -0.78068
H -4.76644 2.71973 0.93745
*
```

=====

# 3
Computed, not measured: a structure of composition C39H76HfNO2Si2, with ωB97M-V/def2-TZVPD.

Output
**Frontier orbital gap**: 7.22 eV
**LUMO energy**: -2.98 eV

```
! RIJCOSX wB97M-V def2-TZVPD def2/J DEFGRID3
* xyz 1 1
Hf -0.19900 0.08421 -0.19620
O 0.18273 0.00558 1.77416
C 0.41532 -0.04808 3.03322
C 0.45787 -1.35258 3.76359
C -0.51017 -1.45503 4.95645
C -0.00069 -0.78673 6.22892
C 0.09442 0.73240 6.11450
C 1.09424 1.19749 5.06447
N 0.63374 1.07040 3.67219
H 1.48600 -1.47975 4.12049
H 0.25797 -2.13948 3.04192
H -0.68938 -2.51489 5.13464
H -1.47097 -1.02335 4.68253
H 0.98756 -1.18749 6.47906
H -0.65903 -1.04707 7.05832
H 0.41502 1.15281 7.06866
H -0.88716 1.16309 5.89370
H 2.03148 0.64416 5.16081
H 1.33333 2.25066 5.19241
H 0.53764 1.91790 3.12747
C -2.61358 -1.38324 -2.94158
C -3.79646 -1.65188 -2.03143
C -3.61234 -2.87904 -1.13555
C -4.20079 -0.45975 -1.19283
C -5.47474 0.05400 -1.42888
C -6.06428 0.97563 -0.58554
C -5.39442 1.31199 0.57505
C -4.10816 0.85105 0.84418
C -3.57697 1.12415 2.24059
C -3.22460 -0.17638 2.95632
C -2.45725 2.15120 2.28466
C -3.46677 0.06196 -0.12143
O -2.10823 -0.22910 0.03444
H -2.40062 -2.24086 -3.57971
H -1.71877 -1.19704 -2.34731
H -2.78596 -0.51566 -3.58084
H -4.65814 -1.86122 -2.66824
H -2.74550 -2.77358 -0.48162
H -3.48300 -3.78188 -1.73404
H -4.49060 -3.01796 -0.50325
H -6.02485 -0.32614 -2.28098
H -7.04937 1.37002 -0.79321
H -5.87579 1.94177 1.31368
H -4.41204 1.57289 2.78200
H -2.41375 -0.69619 2.43971
H -4.08000 -0.85153 2.99066
H -2.91683 0.02970 3.98493
H -1.54970 1.78716 1.79879
H -2.20761 2.42176 3.31543
H -2.75994 3.06086 1.77187
C 1.77148 3.27230 0.67683
Si 0.84341 2.73554 -0.90476
C -0.78592 3.81837 -1.03381
C -0.99726 4.52019 0.31883
C -0.86214 4.95161 -2.06781
C -1.95755 2.87598 -1.34157
C 2.12026 3.16334 -2.30301
C 1.57258 2.80237 -3.69021
C 3.49039 2.48801 -2.12931
C 2.43573 4.66995 -2.25743
H 1.82796 4.36022 0.75124
H 2.79323 2.88599 0.66922
H 1.30154 2.91165 1.59367
H -0.33349 5.38263 0.40032
H -0.79773 3.88892 1.18446
H -2.02401 4.89331 0.40053
H -0.14920 5.74513 -1.85984
H -1.85925 5.40307 -2.00860
H -0.72528 4.61979 -3.09596
H -2.05705 2.06440 -0.61181
H -1.85456 2.42190 -2.33260
H -2.91179 3.41478 -1.32296
H 1.31749 1.74246 -3.76726
H 2.32652 3.01061 -4.45716
H 0.68274 3.37339 -3.95311
H 3.47297 1.41961 -2.31189
H 3.92619 2.66672 -1.14350
H 4.18123 2.91610 -2.86246
H 1.59500 5.29854 -2.52746
H 3.23439 4.88223 -2.97534
H 2.79914 4.98356 -1.27613
C 2.60602 -3.15591 -3.46270
C 1.81849 -1.98415 -2.85796
C 2.57811 -0.68995 -3.13708
C 0.53358 -1.83263 -3.67544
Si 1.46986 -2.14558 -0.94119
C 3.14400 -1.76346 0.00123
C 4.39446 -2.34419 -0.67610
C 3.16654 -2.29025 1.43924
C 3.29990 -0.23784 0.10562
C 0.81953 -3.90702 -0.51496
C 1.91543 -4.98286 -0.53568
C 0.16948 -3.90331 0.87809
C -0.25213 -4.33316 -1.52425
H 2.83981 -2.92875 -4.50899
H 2.03418 -4.08384 -3.45990
H 3.54989 -3.34375 -2.95302
H 2.67921 -0.54187 -4.21843
H 3.57919 -0.66005 -2.71270
H 2.02568 0.17423 -2.75597
H 0.79135 -1.73579 -4.73604
H 0.00072 -0.90981 -3.41592
H -0.16037 -2.66108 -3.57555
H 4.32203 -3.42428 -0.81059
H 5.26467 -2.15564 -0.03690
H 4.61285 -1.90327 -1.64547
H 3.15761 -3.37617 1.50500
H 2.32803 -1.91079 2.01667
H 4.08472 -1.94468 1.92895
H 3.25964 0.27173 -0.85633
H 4.26325 0.02622 0.56074
H 2.53842 0.20632 0.75956
H 2.69601 -4.81374 0.20392
H 2.39384 -5.06773 -1.51106
H 1.46433 -5.95575 -0.30986
H 0.90664 -3.77984 1.67323
H -0.33814 -4.85808 1.05369
H -0.58457 -3.11356 0.97742
H 0.16730 -4.50831 -2.51431
H -1.04860 -3.59733 -1.61996
H -0.70784 -5.27377 -1.19531
*
```

=====

What did the second record say?
Computed, not measured: the molecule C18H30N4O4S in a non-equilibrium geometry, with ωB97M-V/def2-TZVPD.

Output
**SMILES**: CCN(CC)S(=O)(=O)c1cc(NC(=O)[C@@H](CC(C)C)NC(N)=O)ccc1C
**Energy relative to the best compared isomer or geometry (same formula, charge and spin)**: 0.0 kJ/mol
**Frontier orbital gap**: 9.31 eV
**LUMO energy**: 0.52 eV

```
! RIJCOSX wB97M-V def2-TZVPD def2/J DEFGRID3
* xyz 0 1
C -4.01951 -3.16588 -0.57665
C -3.27935 -1.92267 -0.09370
N -4.18137 -0.83970 0.22064
C -4.99754 -0.26846 -0.82393
C -4.22248 0.22061 -2.04817
S -3.76314 0.16159 1.47872
O -3.11354 -0.65381 2.46332
O -4.94481 0.87500 1.86693
C -2.50963 1.27769 0.80728
C -1.23905 0.73544 0.83163
C -0.15601 1.42462 0.29590
N 1.10119 0.82029 0.35531
C 2.28347 1.25527 -0.15664
O 2.44862 2.28935 -0.76685
C 3.42382 0.26292 0.08020
C 3.24515 -0.95071 -0.85735
C 3.61804 -2.30407 -0.23530
C 5.07084 -2.33005 0.22855
C 2.67844 -2.67977 0.90964
N 4.68154 0.93541 -0.14929
C 5.53063 1.15169 0.90610
N 6.50625 2.07431 0.66327
O 5.44061 0.55614 1.96036
C -0.37757 2.67798 -0.27052
C -1.65090 3.21011 -0.27314
C -2.74839 2.53271 0.25982
C -4.09887 3.17399 0.21335
H -4.47239 -3.00129 -1.55094
H -4.79861 -3.42885 0.13293
H -3.32179 -3.99540 -0.65651
H -2.76801 -2.14912 0.84263
H -2.53154 -1.61569 -0.84013
H -5.73951 -1.01161 -1.13367
H -5.52814 0.55878 -0.35173
H -3.41190 0.88431 -1.75659
H -3.80248 -0.61573 -2.60183
H -4.89621 0.75949 -2.70926
H -1.10731 -0.22567 1.30382
H 1.12124 -0.05942 0.85478
H 3.42622 -0.05302 1.12837
H 2.20703 -0.99878 -1.19711
H 3.86697 -0.78022 -1.73814
H 3.49488 -3.05283 -1.02771
H 5.23694 -1.61508 1.02928
H 5.32920 -3.32015 0.59654
H 5.73755 -2.08545 -0.59518
H 1.63793 -2.63464 0.59046
H 2.81793 -2.02207 1.76434
H 2.88523 -3.69447 1.24062
H 4.62723 1.65046 -0.86363
H 6.67722 2.41854 -0.26414
H 7.25630 2.12950 1.32987
H 0.44784 3.22692 -0.69182
H -1.80733 4.18919 -0.70151
H -4.01107 4.23865 0.42003
H -4.53346 3.06400 -0.78068
H -4.76644 2.71973 0.93745
*
```

=====

Number 1 is which compound? C6H9BrNO2

=====

Among the records above, which one has the lowest frontier orbital gap? C39H76HfNO2Si2

=====

Which formula does entry 2 have? C18H30N4O4S